Formula: C40H99N5O4
Source: the OMol25 dataset
Level of theory: wB97M-V/def2-TZVPD

Summary:
- Energy above the lowest of the compared OMol25 structures with the same formula, charge and spin: 1.875 eV
- Kohn-Sham gap: 8.51 eV
- HOMO energy: -8.187 eV
- SMILES string: CCN(CC)CC.CCN(CC)CC.CCN(CC)CC.CCN(CC)CC.CCN(CC)CC.C1CCOC1.C1CCOC1.CO.CO

```
148
C40H99N5O4, DFT wB97M-V/def2-TZVPD
C 3.51205 0.91894 -6.99574
C 4.01538 -0.36411 -6.34285
N 3.16398 -1.51339 -6.73174
C 3.73425 -2.75389 -6.24521
C 5.06079 -3.16182 -6.93056
C 1.73053 -1.36022 -6.38989
C 1.39560 -1.37498 -4.87710
H 3.44596 0.69289 -8.05999
H 4.12021 1.82073 -6.92480
H 2.53980 1.26419 -6.64414
H 5.03264 -0.52960 -6.69764
H 4.11140 -0.15482 -5.27745
H 3.89924 -2.59087 -5.18017
H 2.98613 -3.53302 -6.39138
H 4.91085 -3.23945 -8.00740
H 5.88903 -2.47017 -6.77650
H 5.35159 -4.16086 -6.60581
H 1.22207 -2.18143 -6.89506
H 1.30813 -0.46379 -6.84386
H 1.84062 -0.47696 -4.44858
H 1.81387 -2.21472 -4.32215
H 0.33010 -1.31139 -4.65626
C 3.13949 -6.57047 5.41128
C 2.07986 -5.58984 4.84050
N 0.84693 -6.26946 4.33099
C 1.00481 -7.22946 3.24245
C 1.79959 -6.61193 2.07222
C 0.02188 -6.79581 5.47173
C -1.44966 -6.53290 5.30144
H 4.07047 -6.03743 5.60427
H 3.39136 -7.36213 4.70563
H 2.86740 -6.99566 6.37734
H 1.74265 -4.86762 5.58400
H 2.40304 -4.86729 4.09112
H 1.46389 -8.10736 3.69703
H -0.00644 -7.48551 2.92636
H 2.88201 -6.57377 2.19479
H 1.56714 -7.14262 1.14894
H 1.39505 -5.62626 1.84218
H 0.18904 -6.21773 6.38056
H 0.18051 -7.85834 5.65604
H -2.06717 -7.05840 6.02989
H -1.74931 -6.99804 4.36231
H -1.69869 -5.47201 5.27704
C -4.12362 -8.10528 -2.94471
C -4.46442 -6.58020 -3.01339
N -5.87575 -6.28700 -3.33210
C -6.04886 -4.82184 -3.28813
C -5.77706 -4.24777 -1.89132
C -6.24221 -6.73341 -4.67921
C -7.64937 -6.47730 -5.17064
H -4.17565 -8.55875 -3.93453
H -4.76242 -8.62297 -2.22915
H -3.10371 -8.20165 -2.57242
H -4.22040 -6.30149 -1.98827
H -3.75862 -6.15175 -3.72500
H -5.37736 -4.34416 -4.00159
H -7.06605 -4.49066 -3.49730
H -6.21790 -3.25515 -1.79928
H -6.34872 -4.86216 -1.19575
H -4.72694 -4.18767 -1.60541
H -6.16513 -7.81527 -4.78755
H -5.50757 -6.28491 -5.34799
H -7.74252 -5.41916 -5.41511
H -8.38166 -6.68196 -4.38964
H -7.91800 -7.07940 -6.03864
C 7.60867 6.72263 -2.25971
C 6.54235 5.98032 -3.13344
N 5.16901 6.44858 -2.80513
C 4.88564 7.82691 -3.20475
C 5.27286 8.18727 -4.61810
C 4.71366 6.12792 -1.39912
C 4.75240 4.64054 -1.10574
H 7.51424 6.50999 -1.19482
H 7.63379 7.80924 -2.34179
H 8.57476 6.38808 -2.63766
H 6.78582 6.14213 -4.18351
H 6.68127 4.89937 -3.15233
H 5.46805 8.54817 -2.63146
H 3.82716 8.03155 -3.04398
H 4.81667 9.16892 -4.74604
H 5.01521 7.55070 -5.46456
H 6.35998 8.25178 -4.57226
H 5.27139 6.57749 -0.57758
H 3.68174 6.46622 -1.30539
H 5.77718 4.27454 -1.04271
H 4.15865 4.47800 -0.20622
H 4.43111 4.02836 -1.94842
C -3.57686 4.40459 -2.29171
C -3.19804 5.90646 -2.36596
N -3.28018 6.38990 -3.73900
C -2.18467 5.88961 -4.55465
C -2.37123 6.15015 -6.05922
C -3.46024 7.84913 -3.81615
C -2.28130 8.71049 -3.35371
H -2.71762 3.73799 -2.36548
H -4.34833 4.02629 -2.96239
H -3.95224 4.26734 -1.27763
H -3.92095 6.48677 -1.79261
H -2.23108 6.13387 -1.91721
H -1.24436 6.27652 -4.16195
H -2.13099 4.80318 -4.48476
H -3.29217 5.75136 -6.48458
H -2.42025 7.18885 -6.38603
H -1.51319 5.70231 -6.56053
H -4.35745 8.07573 -3.24018
H -3.68576 8.12121 -4.84727
H -2.67394 9.72380 -3.26924
H -1.48191 8.71800 -4.09466
H -1.87860 8.41859 -2.38380
C -7.96203 0.22453 6.40311
C -9.16227 0.75874 7.10066
C -9.56768 2.00803 6.28052
O -8.30216 2.57688 5.95799
C -7.41126 1.50355 5.70558
H -8.17270 -0.57510 5.69296
H -7.33734 -0.18999 7.19433
H -9.08163 1.02141 8.15546
H -10.01986 0.08627 7.12074
H -10.09225 2.68695 6.95282
H -10.25992 1.89829 5.44574
H -6.38082 1.67219 6.01841
H -7.45989 1.33243 4.63020
C 5.70208 0.85253 7.26191
C 7.00909 0.35897 6.68502
C 7.95891 1.58130 6.77794
O 7.27009 2.36331 7.79027
C 6.23052 1.67298 8.40776
H 5.06455 0.01380 7.54154
H 5.20717 1.46002 6.50420
H 6.94297 -0.03530 5.67098
H 7.35143 -0.47560 7.29691
H 7.92237 2.13867 5.84194
H 8.92516 1.30124 7.19751
H 5.42692 2.32366 8.75265
H 6.63391 1.06508 9.21760
C -1.31102 -0.50484 10.26483
O -0.30604 -0.66585 11.25162
H -1.82088 -1.46662 10.20899
H -2.00527 0.29939 10.50838
H -0.73634 -0.29659 9.36235
H -0.65428 -1.05420 12.05755
C -0.28826 -0.43996 2.74580
O -0.86521 -1.28846 3.66404
H -0.68778 0.56695 2.86669
H 0.78996 -0.56594 2.64745
H -0.57834 -0.87358 1.78877
H -0.54623 -2.18744 3.55593
```